(1)
A 19-piece molecular cluster, C22H72BO26 overall in a non-equilibrium geometry, computed with ωB97M-V/def2-TZVPD.

Geometry (Å):
C: -0.846 -2.291 -0.208
H: -4.280 -3.401 5.075
H: 3.914 2.063 1.189
H: -5.309 0.641 4.766
H: -4.442 -6.417 1.702
C: 5.066 1.965 2.738
H: -4.987 -0.459 0.557
H: -5.181 -5.977 0.038
H: 2.849 6.812 -3.136
H: 3.019 -1.262 2.973
C: 4.731 3.359 -3.010
H: 0.951 6.414 -4.593
O: -3.278 -1.865 -4.057
H: 2.169 -1.427 0.815
H: -0.826 -1.901 4.149
C: -4.400 -5.741 0.800
O: -1.100 -3.315 -0.730
H: 5.209 4.112 -3.727
H: -4.653 -4.758 1.115
H: -4.006 1.908 4.098
O: 2.912 6.997 -4.066
H: -2.425 -0.483 -5.919
H: -0.426 -0.845 5.492
H: -0.302 0.416 -7.532
H: -2.915 -5.202 -0.388
H: -1.348 -5.008 -3.159
C: 0.392 1.635 -1.392
O: -0.566 0.664 -1.237
H: 4.018 -2.778 2.592
H: -5.116 1.232 2.306
H: 6.059 1.704 3.028
C: -0.863 -4.699 -4.093
B: -0.149 -0.172 -0.080
C: -5.108 1.592 4.229
H: 0.403 5.434 2.399
O: -0.951 -3.328 -4.201
O: -2.789 -1.885 1.312
O: 0.924 0.556 0.636
H: 4.293 -1.090 1.798
O: 6.292 0.598 -0.625
H: -4.617 -0.635 -3.108
H: -1.280 -5.297 -4.863
H: -0.906 -3.020 -5.107
H: 1.410 -3.168 2.361
H: -0.662 2.891 1.755
O: 4.704 1.518 1.389
C: -0.526 -0.915 4.390
H: -1.426 0.052 2.986
H: 3.656 3.556 -3.036
C: 0.158 -4.714 1.786
H: -3.513 -1.410 3.974
H: 8.048 -0.604 -0.807
H: 6.614 -1.372 -0.026
O: -1.785 -0.559 -6.633
H: 5.201 3.552 -2.024
H: 5.068 3.059 2.681
H: -1.942 3.639 -1.402
C: 1.937 5.953 1.251
O: 2.914 -3.585 -1.955
C: -5.867 -1.125 0.642
O: 0.373 2.473 -2.250
C: 3.533 -1.835 2.205
H: -5.565 -1.940 0.004
H: -0.877 -4.916 1.971
H: -1.692 1.490 -7.069
H: 2.016 5.095 -4.231
H: 0.766 3.042 4.173
H: 2.094 6.732 0.482
H: 2.264 6.029 -5.702
H: 0.819 -5.597 1.947
H: -6.735 -0.636 0.209
H: -0.584 4.193 -0.480
O: -6.198 -1.335 2.033
C: -1.073 0.621 -6.758
H: 0.131 -4.994 -3.887
H: 5.997 1.080 0.156
H: 2.255 -3.692 -1.294
O: -1.249 -0.281 0.855
H: 7.597 -0.230 0.877
H: -3.093 -3.422 3.691
H: 0.470 -0.716 3.959
H: 5.440 1.528 -2.784
O: 0.601 -3.660 2.631
H: 0.245 -4.406 0.753
O: 2.591 -2.196 1.186
H: -1.865 2.018 -0.069
H: -2.356 4.719 -0.040
H: 1.629 3.029 2.605
O: 0.181 -1.533 -0.500
H: -2.576 -2.540 -3.848
O: -1.428 0.088 3.966
C: 0.681 2.676 3.134
H: 4.275 -2.014 -1.599
H: 2.580 -1.584 -1.872
C: 7.200 -0.460 -0.131
C: -1.664 3.993 -0.386
H: 0.742 1.607 3.183
H: -5.367 -1.302 2.554
H: -5.713 2.407 4.748
O: -3.061 -5.862 0.303
O: -4.349 -1.796 3.844
O: -0.540 3.077 2.672
C: -1.769 -1.531 0.810
C: -4.114 -3.241 4.000
H: -4.849 -3.792 3.478
C: 3.392 -2.245 -2.216
O: -1.897 2.804 0.423
C: 2.006 6.129 -4.670
H: -4.061 -1.910 -2.090
H: 3.614 -2.165 -3.256
H: 4.377 1.525 3.501
C: 1.286 1.559 -0.110
H: -2.927 -0.534 -2.518
C: -3.749 -1.213 -2.860
H: 1.943 4.926 0.804
O: 5.007 2.056 -3.448
O: 2.142 2.337 0.141
O: -5.747 1.590 2.930
H: 2.678 6.169 1.986
O: 0.589 6.147 1.816
H: -0.534 0.828 -5.869

Computed properties:
F_max, eV/Å: 3.6
Net charge: -1
LUMO level, eV: 2.0
HOMO, eV: -7.332
Kohn-Sham gap, eV: 9.38

(2)
A 14-piece molecular cluster, C22H72N4O24 overall in a non-equilibrium geometry, computed with ωB97M-V/def2-TZVPD.

Geometry (Å):
H: 0.918 -1.170 1.083
H: -5.276 -3.918 0.448
H: -3.490 4.962 2.804
H: 7.854 0.781 1.148
H: -1.740 1.920 -5.187
O: -0.728 -2.934 -1.089
H: -3.591 -4.144 0.844
H: -3.051 2.135 1.751
H: 7.020 0.916 2.734
H: 2.997 -2.347 5.118
C: 4.354 -2.910 -0.196
H: -3.410 2.510 -1.214
H: 2.304 -1.306 -2.603
H: 7.336 -1.126 2.202
N: 4.197 -1.155 -3.996
N: 2.448 -0.374 -2.966
H: 0.132 4.356 -0.211
H: -4.448 -1.695 2.976
C: -0.557 4.878 -0.875
H: -2.691 -0.770 1.946
H: 0.307 -5.294 -1.047
O: -3.641 -1.689 3.496
O: -1.480 5.818 -0.293
H: 0.421 -3.427 0.540
O: -0.397 1.764 0.184
H: -5.645 1.125 0.922
H: -0.788 0.300 2.990
H: -0.203 6.402 -2.293
H: 3.222 -2.663 2.640
O: -2.684 0.789 -6.476
H: 1.840 -1.523 4.141
O: 5.998 2.897 1.090
H: -2.540 3.687 0.982
C: -4.302 -2.176 -0.139
O: 3.643 0.820 -4.525
H: -5.120 -1.824 -0.768
H: -1.333 3.996 2.792
C: -4.263 -3.760 0.078
H: 1.751 0.321 -2.741
H: 1.571 -4.022 5.353
H: -5.945 2.260 -1.150
O: 3.418 -3.288 -0.854
N: 4.321 -1.757 0.391
C: 2.518 -3.320 3.150
H: 4.857 1.352 1.350
H: -1.180 4.155 -1.401
H: 5.481 -4.540 -0.003
H: -0.023 -5.734 0.653
H: -2.257 0.842 -2.309
H: -2.863 0.933 -4.448
H: -1.148 -0.069 0.208
O: 3.301 -4.528 3.449
C: -0.151 0.362 0.114
H: 5.072 3.150 1.067
H: 2.439 1.096 0.257
H: 1.364 7.135 -0.848
H: 0.268 2.325 -3.143
O: -1.485 3.060 2.639
O: 2.248 0.157 0.314
C: 1.016 -0.098 0.915
H: -0.903 -0.232 -3.627
C: -0.969 -0.108 -4.708
O: 2.474 2.677 -0.878
H: -1.262 6.049 0.613
H: -4.004 -5.427 -0.766
H: -0.853 -1.213 3.832
H: -3.274 3.297 4.221
C: 0.344 5.622 -1.763
H: -5.580 0.560 -1.490
H: -4.797 3.945 2.020
C: -2.718 3.159 1.918
O: -1.212 -1.399 -5.259
H: 3.425 -5.004 2.625
H: -1.638 -2.649 -0.981
C: -1.429 -0.310 3.626
H: 4.987 -1.338 1.024
H: 2.745 3.229 -1.612
C: -2.071 0.881 -5.195
O: -1.630 -5.785 -0.447
H: -1.398 -3.431 0.688
H: 6.101 -3.083 0.782
H: -4.384 -1.703 0.840
H: -2.006 -0.500 5.454
H: -3.245 -0.953 -1.266
H: 4.944 -1.137 -4.676
O: 6.706 -0.730 1.596
O: -1.524 0.167 4.959
C: 2.146 -2.519 4.460
O: -4.217 -4.532 -1.040
H: -0.789 1.910 1.048
H: 0.058 0.035 -0.905
O: -4.860 1.297 0.396
H: 1.744 -3.554 2.419
H: -0.296 2.223 -1.742
O: -0.510 2.049 -2.658
O: 1.429 6.194 -1.023
H: 0.670 4.988 -2.588
C: -3.847 3.963 2.555
H: -0.314 -1.728 -5.340
H: 3.378 -1.431 0.241
H: -3.267 1.550 -6.529
H: 2.703 3.184 -0.099
H: -4.101 2.083 -2.791
C: -3.894 1.718 -1.785
C: -2.863 -0.568 3.003
C: -0.531 -3.697 0.084
H: -1.974 -5.564 -1.315
C: -5.215 1.464 -1.002
C: 6.909 0.663 1.679
C: 5.836 1.523 0.904
O: -3.096 0.596 -1.912
N: 5.421 -3.553 0.202
O: -4.115 3.421 3.776
C: -0.404 -5.212 -0.224
O: 1.124 -3.212 5.096
H: 1.068 0.529 1.805
O: -3.101 -1.703 -0.684
C: 3.408 -0.152 -3.876
H: 4.117 -1.998 -3.445
H: 5.727 1.302 -0.158
H: -3.362 0.399 3.074
H: 0.003 0.105 -5.150

Computed properties:
F_max, eV/Å: 6.3
LUMO level, eV: -0.2
HOMO, eV: -9.093
Kohn-Sham gap, eV: 8.85

(3)
A 16-piece molecular cluster, C22H76N16O16 overall in a non-equilibrium geometry, computed with ωB97M-V/def2-TZVPD.

Geometry (Å):
H: -14.161 6.072 1.876
H: -17.688 3.760 6.504
O: -13.013 8.473 1.882
H: -17.352 0.877 0.103
H: -17.593 2.381 2.012
H: -15.614 8.361 -0.105
O: -19.449 1.201 0.090
C: -11.359 5.439 0.635
H: -19.807 2.468 5.051
C: -14.587 -1.904 3.950
H: -17.813 2.755 -1.655
C: -12.101 4.391 -0.135
H: -12.628 -1.157 3.891
O: -16.764 6.292 2.401
N: -16.421 5.396 -1.121
H: -10.648 5.299 2.429
H: -20.694 8.439 0.008
H: -16.104 4.220 6.995
O: -19.466 4.541 -2.771
C: -18.259 0.849 -0.523
O: -10.579 4.776 1.601
C: -15.661 2.821 0.969
H: -13.146 1.867 -4.620
N: -14.745 8.650 0.228
C: -16.585 8.220 3.664
C: -18.087 1.695 -1.815
H: -12.864 4.882 -0.793
H: -14.728 -3.266 0.143
H: -15.876 4.516 -1.118
H: -15.923 6.503 1.943
H: -15.703 6.343 3.979
C: -14.127 3.040 -3.220
H: -17.285 1.391 -2.487
H: -13.488 -0.319 -1.167
H: -15.881 0.215 3.772
O: -16.170 2.630 5.579
C: -18.800 8.034 0.710
H: -19.195 5.786 0.226
O: -17.539 8.531 0.663
H: -12.901 -0.142 5.716
O: -14.504 6.138 -2.220
N: -14.510 6.707 1.143
N: -19.103 6.990 1.386
H: -12.438 1.215 0.385
H: -12.101 0.258 1.889
O: -19.093 0.666 4.471
N: -13.924 1.986 -3.990
H: -16.609 1.253 4.781
H: -14.951 3.596 0.880
H: -12.699 4.227 -4.257
H: -12.074 2.033 1.854
N: -19.711 8.663 0.001
H: -16.586 3.641 2.817
H: -10.110 2.071 0.978
N: -18.938 5.129 -0.500
N: -14.526 -2.385 -0.422
H: -15.878 8.708 2.985
H: -12.754 3.930 0.535
H: -13.898 -0.167 3.095
H: -15.930 2.468 0.017
N: -14.398 -0.209 -0.655
H: -11.479 3.803 -0.790
H: -18.979 -0.952 2.428
H: -17.463 3.886 1.313
H: -12.472 3.455 5.377
N: -12.975 4.161 4.853
H: -16.308 8.678 4.649
H: -13.538 4.930 -2.926
O: -13.621 0.059 5.119
H: -19.692 6.975 -2.846
H: -10.751 5.981 -0.075
C: -14.893 -1.213 0.017
N: -19.373 6.710 -1.900
H: -15.773 1.010 1.619
H: -19.855 0.452 0.587
H: -15.455 2.780 4.967
H: -15.106 6.241 0.497
N: -18.055 -0.668 2.717
H: -12.540 5.081 4.763
H: -15.603 -1.501 3.721
C: -13.597 -0.744 3.940
H: -19.338 9.473 -0.565
H: -13.602 1.845 4.257
H: -17.257 -0.920 2.168
H: -17.430 6.281 4.216
H: -18.917 4.138 -0.328
H: -14.281 -2.474 -1.396
H: -16.757 4.596 5.389
C: -13.634 3.848 3.773
N: -13.413 4.068 -3.548
H: -14.515 0.746 -0.298
H: -14.490 -2.574 3.135
O: -15.800 -1.068 1.054
O: -14.958 3.090 -2.130
H: -19.953 4.238 1.982
O: -13.952 4.805 2.744
C: -15.764 6.301 -1.755
C: -19.384 4.086 4.077
H: -14.478 -2.343 4.980
C: -16.688 3.842 6.144
H: -17.466 7.209 -1.685
H: -17.357 5.357 -0.709
H: -18.335 3.746 4.160
H: -19.338 5.142 4.075
C: -19.253 5.397 -1.749
H: -18.313 -0.219 -0.727
N: -16.514 7.294 -2.021
H: -14.393 9.596 0.124
C: -20.197 3.680 2.882
N: -16.763 0.600 4.046
H: -16.177 8.026 -2.636
H: -14.267 1.051 -3.507
O: -10.392 1.159 1.029
H: -14.522 2.288 2.897
H: -19.497 7.407 -1.119
O: -15.026 1.616 1.469
N: -14.065 2.626 3.773
C: -16.629 6.733 3.637
H: -20.017 6.879 1.864
H: -21.269 3.665 3.083
C: -11.767 1.159 1.304
H: -12.068 6.068 1.139
H: -20.061 2.639 2.452
H: -17.582 8.563 3.375
C: -17.957 0.212 3.716
C: -14.102 7.956 1.095
O: -19.940 3.394 5.184
H: -18.974 1.771 -2.530
C: -16.851 3.166 1.850
H: -18.266 6.672 1.913

Computed properties:
F_max, eV/Å: 9.0
ΔE to the lowest compared entry with this formula, charge and spin, kcal/mol: 0.00
LUMO level, eV: 0.0
HOMO, eV: -8.307
Kohn-Sham gap, eV: 8.33

(4)
C22H77B2KO23 as an isolated structure in a non-equilibrium geometry, computed with ωB97M-V/def2-TZVPD.

Geometry (Å):
H: 4.122 0.857 0.515
H: -1.890 1.041 -0.535
H: -0.671 -0.969 -7.389
C: 5.061 0.584 2.808
H: 0.169 2.565 -5.875
H: 4.860 -4.147 3.529
O: 1.965 3.455 -2.001
H: 2.149 2.485 1.282
H: 2.368 -1.212 -1.761
C: 3.113 -3.485 3.011
C: 2.374 3.783 2.629
H: 4.847 2.067 0.148
O: 0.928 -2.841 2.293
H: 1.720 -3.312 -3.522
C: -1.387 -0.567 4.407
H: -1.075 1.499 -3.018
H: 1.840 3.065 -2.869
O: -1.635 -2.468 2.811
H: 3.379 -3.246 1.981
O: -2.492 0.468 -0.054
C: -2.063 -2.863 -2.989
H: -0.030 1.009 -1.404
H: 4.459 3.691 -0.339
H: 3.823 -1.131 2.489
H: 2.922 -4.380 -2.913
H: -2.165 -2.957 2.178
H: 3.201 -3.084 -0.691
H: -0.688 0.309 -6.192
H: -1.932 2.211 5.843
H: 0.643 3.993 -4.981
O: -5.513 -4.834 -0.282
H: 6.263 1.009 1.273
H: -3.789 -1.950 -2.090
O: -1.868 -1.126 -5.780
H: 3.589 4.405 0.377
H: 0.631 -1.082 -3.610
C: 2.320 5.117 1.741
C: -3.162 1.299 0.857
H: 1.325 5.261 1.322
H: 1.295 3.044 -1.450
H: -4.477 -4.023 -3.296
C: 0.555 -1.433 -5.606
H: -4.403 1.394 -1.256
H: -6.383 -4.083 1.246
H: -1.392 -2.048 -2.718
O: -3.040 -3.736 1.133
K: 0.682 -0.419 0.995
O: -4.470 -3.178 -3.751
H: -3.190 3.188 -0.400
H: -2.504 -1.122 -6.499
H: -3.874 0.563 1.231
H: -1.986 0.177 4.934
H: 1.367 -1.596 -6.315
H: 1.728 -3.847 -0.767
H: 5.180 0.084 3.770
C: -2.396 -1.610 3.633
H: -3.487 -1.358 -3.632
H: -0.712 -1.029 5.127
H: 0.306 -2.439 -5.267
H: -2.477 1.600 1.650
C: -1.070 3.084 -4.177
C: 1.617 -3.781 3.020
O: 3.999 -4.564 3.446
H: 0.123 0.713 4.069
O: -1.460 4.035 6.433
O: -0.334 -0.005 3.625
H: 1.132 2.020 -0.664
H: -4.221 3.066 1.006
O: 1.632 2.709 2.059
O: 3.291 5.253 0.713
H: -2.368 4.625 4.012
C: -2.420 3.548 4.170
O: 3.439 -2.556 -3.482
H: 4.384 1.394 3.077
H: -3.262 -1.157 3.150
H: 0.034 -2.830 2.643
C: -5.374 -4.442 1.046
C: -0.666 -0.774 -6.316
H: 3.195 2.603 0.253
H: 4.027 2.251 -1.325
H: -0.581 3.794 6.130
O: 1.715 -1.788 -1.359
O: -2.127 -3.796 -1.855
O: 6.317 0.982 2.231
H: -3.242 3.009 3.699
H: -2.794 -2.278 4.396
C: 2.284 -3.061 -1.278
H: -1.998 -4.663 -2.247
H: 5.313 -1.175 1.505
O: 3.688 0.067 0.843
C: 0.299 2.965 -4.869
H: 2.889 3.221 -1.882
C: 2.512 -3.379 -2.776
O: 0.865 -0.636 -4.427
H: -5.030 -5.289 1.639
H: 2.568 5.806 2.549
H: 1.809 4.124 3.497
H: -0.539 1.926 -0.005
H: -0.898 3.175 2.896
H: -1.798 3.461 -4.895
O: -1.612 1.789 -3.760
H: -0.963 3.796 -3.359
B: 0.079 1.950 -0.888
H: 1.284 -3.762 4.058
C: -4.442 -3.264 1.141
O: -4.865 2.008 -0.681
H: 1.382 -4.760 2.603
H: -0.403 2.748 -1.432
H: -1.569 -3.070 -3.938
B: 4.097 2.674 -0.334
H: 3.378 3.407 2.825
H: -2.686 -3.729 0.241
O: -1.269 2.934 3.748
C: -3.840 2.508 0.151
C: -2.374 3.193 5.673
H: 3.264 -2.634 3.674
C: -3.511 -2.300 -3.084
H: -4.605 -2.660 2.034
O: 1.296 2.271 -4.205
H: -3.339 3.257 6.176
H: 3.774 -3.001 -4.264
H: 1.447 1.411 -4.606
H: -4.473 -2.740 0.186
H: -5.550 -5.789 -0.369
C: 4.519 -0.538 1.895

Computed properties:
F_max, eV/Å: 4.4
LUMO level, eV: -0.1
HOMO, eV: -9.144
Kohn-Sham gap, eV: 9.08